Record 1
Computed, not measured: one molecule with the formula C4H11N3 in a non-equilibrium geometry, with ωB97M-V/def2-TZVPD.

XYZ file:
```
18
C4H11N3 ωB97M-V/def2-TZVPD
C 1.6043 0.8335 -0.3173
C 1.2340 -0.5489 -0.8143
C 0.0223 -1.2222 -0.1788
N -2.5229 -0.2735 1.5140
C -2.1375 0.0244 0.3369
N -1.0824 -0.3220 -0.4160
N 1.4602 0.9114 1.1335
H 1.0722 1.6209 -0.8660
H 2.6904 1.0415 -0.6499
H 1.1276 -0.4696 -1.9271
H 2.1471 -1.1616 -0.6204
H 0.1576 -1.3716 0.8080
H -0.3414 -2.0972 -0.7159
H -3.5539 -0.1994 1.4643
H -2.7865 0.6363 -0.2027
H -0.9779 0.1945 -1.2961
H 0.4750 0.4781 1.4656
H 1.4116 1.9253 1.2820
```

Values from the calculation:
* total energy: -8795.112 eV
* maximum force: 0.078 Eh/bohr
* E_HOMO: -8.71 eV
* molecular weight: 101.153 g mol⁻¹
* frontier orbital gap: 9.460 eV
* SMILES string: [H]/N=C/NCCCN
* energy relative to the best compared isomer or geometry (same formula, charge and spin): 241.9 kJ/mol

Record 2
Computed, not measured: C21H45N2P3S2V as an isolated structure in a non-equilibrium geometry, with ωB97M-V/def2-TZVPD.

XYZ file:
```
74
C21H45N2P3S2V ωB97M-V/def2-TZVPD
V 0.1738 0.4093 0.2665
P 1.7244 1.8920 1.1304
P -1.3852 0.9544 1.9571
P -1.5084 2.6047 -1.5571
H 0.3230 -3.8051 -6.5570
C 0.5277 -2.9199 -7.1713
C 1.7594 -2.4009 -7.2379
H 2.5941 -2.8402 -6.6816
C 3.0873 0.8444 1.7639
C 1.3531 3.0685 2.4888
C 2.6303 2.9694 -0.0494
C -2.7818 -0.1488 1.5427
C -1.0593 0.4634 3.7055
C -2.2379 2.5327 2.3465
C -1.0634 2.7204 -3.2866
C -0.9210 4.0305 -0.6476
C -3.2999 2.4342 -1.4315
H -0.3001 -2.5173 -7.7671
H 1.9770 -1.5497 -7.8907
H 3.0408 -0.1485 1.2922
H 3.0188 0.7267 2.8555
H 4.0502 1.3151 1.5122
H 0.8891 2.5608 3.3443
H 0.6537 3.8420 2.1395
H 2.2777 3.5617 2.8284
H 3.0340 2.3780 -0.8838
H 3.4616 3.4556 0.4844
H 1.9743 3.7424 -0.4687
H -3.5299 -0.0682 2.3429
H -2.4264 -1.1849 1.4600
H -3.2314 0.1426 0.5846
H -1.9137 0.7536 4.3343
H -0.1595 0.9578 4.0912
H -0.9185 -0.6201 3.7769
H -2.9210 2.3428 3.1885
H -2.8268 2.9150 1.5077
H -1.5179 3.2969 2.6646
H -1.6600 3.5158 -3.7679
H -1.2669 1.7689 -3.7977
H 0.0065 2.9485 -3.3878
H -1.4394 4.9293 -1.0043
H 0.1584 4.1528 -0.7948
H -1.1115 3.9194 0.4274
H -3.7643 3.1434 -2.1344
H -3.6762 2.6371 -0.4203
H -3.5871 1.4089 -1.7140
C 0.5037 -0.7600 -2.6477
C -0.8750 -1.0361 -2.5973
C -1.4101 -1.9973 -3.4560
C -0.5551 -2.8057 -4.2170
C 0.8298 -2.6752 -4.1039
C 1.3633 -1.6172 -3.3765
S 1.2387 0.6325 -1.9275
H -0.8401 1.3813 -1.0257
H -1.4984 -0.4745 -1.9003
H -2.4918 -2.1053 -3.5255
H -0.9735 -3.5077 -4.9362
H 1.4854 -3.3632 -4.6418
H 2.4323 -1.4137 -3.3553
S 0.2978 -1.9230 0.7375
C 0.5594 -2.5671 2.3479
N 1.1943 -1.8336 3.2787
C 1.2188 -2.2234 4.6889
C 1.4522 -3.7201 4.7606
C 0.4118 -4.4835 3.9653
N 0.0823 -3.7725 2.7193
H 1.3741 -0.8637 3.0145
H 0.2699 -1.9557 5.1750
H 2.0117 -1.6539 5.1858
H 1.4240 -4.0308 5.8063
H 2.4495 -3.9653 4.3749
H -0.5031 -4.6223 4.5565
H 0.7553 -5.4943 3.7155
H -0.4150 -4.2835 1.9993
```

Values from the calculation:
* total energy: -100686.559 eV
* maximum force: 0.068 Eh/bohr
* E_HOMO (spin up / spin down): -15.12 / -15.13 eV
* molecular weight: 533.605 g mol⁻¹
* frontier orbital gap (spin up / spin down): 4.461 / 5.490 eV
* spin multiplicity: 3
* energy relative to the best compared isomer or geometry (same formula, charge and spin): 0.0 kJ/mol
* net charge: +3

Record 3
Computed, not measured: a 10-piece molecular cluster, C16H36BBr12N3O8 overall in a non-equilibrium geometry, with ωB97M-V/def2-TZVPD.

XYZ file:
```
76
C16H36BBr12N3O8 ωB97M-V/def2-TZVPD
N -0.1162 -18.5409 -5.4216
H -0.3073 -17.5437 -5.5421
H 0.8857 -18.6101 -5.5965
H -0.6640 -19.0502 -6.1169
H -0.3390 -18.7884 -4.4369
N -0.1724 -10.9552 -4.4859
H 0.6967 -10.4704 -4.7085
H -0.8828 -10.2756 -4.1997
H -0.0525 -11.6597 -3.7352
H -0.5009 -11.4653 -5.3069
N 4.3159 -14.9237 -6.2120
H 5.0754 -15.3759 -6.7274
H 4.5614 -14.9328 -5.2029
H 3.4333 -15.4231 -6.2988
H 4.2017 -13.9683 -6.5497
O 3.5754 -13.6489 -3.5844
C 2.6896 -14.3450 -3.1635
O 2.8106 -15.6487 -3.0086
B 1.5662 -16.2142 -2.4222
O 0.6305 -15.0717 -2.3899
C 1.2572 -13.9667 -2.6930
O 0.8006 -12.8575 -2.5666
O 1.0072 -17.3997 -3.1582
C 1.0282 -18.4463 -2.3370
O 0.6318 -19.5366 -2.6076
C 1.6713 -18.0226 -1.0121
O 1.7821 -16.6929 -1.0671
O 1.8973 -18.7397 -0.1034
Br -1.4252 -12.1459 1.9202
C -0.1491 -13.3890 1.1627
C -0.7968 -14.6435 0.6209
Br -2.0224 -14.2387 -0.8240
H 0.5484 -13.6392 1.9583
H 0.3725 -12.8509 0.3762
H -1.3779 -15.1617 1.3781
H 0.0188 -15.2959 0.3073
Br -2.4877 -18.8425 -2.9670
C -2.0155 -19.5944 -1.1939
C -2.6453 -18.7730 -0.1057
Br -4.5488 -19.1728 -0.0046
H -0.9334 -19.5773 -1.1434
H -2.3331 -20.6303 -1.1777
H -2.4633 -17.7060 -0.2089
H -2.2649 -19.0515 0.8760
Br 6.7651 -14.5449 -3.8738
C 6.9734 -12.6619 -3.3974
C 7.9955 -11.9427 -4.2154
Br 9.7358 -12.8218 -4.2336
H 7.1200 -12.6807 -2.3166
H 6.0040 -12.1555 -3.4028
H 8.1716 -10.9184 -3.9007
H 7.6763 -11.9058 -5.2552
Br 6.3924 -13.0521 0.3955
C 5.7382 -14.6627 -0.4814
C 4.9048 -15.4757 0.4794
Br 3.4217 -14.4669 1.2874
H 6.5542 -15.2880 -0.8403
H 5.1568 -14.3885 -1.3580
H 5.4277 -15.8552 1.3505
H 4.4229 -16.3119 -0.0254
Br 0.1326 -21.5751 0.5442
C 1.2109 -23.0673 -0.1400
C 2.0186 -22.5196 -1.2850
Br 2.8683 -23.9781 -2.2837
H 0.4347 -23.7078 -0.5443
H 1.8009 -23.5406 0.6339
H 2.8139 -21.8478 -0.9753
H 1.4027 -22.0083 -2.0157
Br 3.9819 -17.2490 4.1313
C 2.2506 -18.0772 4.2922
C 1.4110 -17.6369 3.1121
Br -0.3738 -18.4232 3.2070
H 1.7696 -17.7010 5.1892
H 2.2773 -19.1624 4.2710
H 1.8186 -17.9141 2.1428
H 1.3150 -16.5537 3.0443
```

Values from the calculation:
* total energy: -879203.998 eV
* maximum force: 0.030 Eh/bohr
* E_HOMO: -13.20 eV
* molecular weight: 1368.137 g mol⁻¹
* frontier orbital gap: 6.562 eV
* energy relative to the best compared isomer or geometry (same formula, charge and spin): 5.5 kJ/mol
* net charge: +2

Record 4
Computed, not measured: a 2-piece molecular cluster, CH3NOS overall in a non-equilibrium geometry, with ωB97M-V/def2-TZVPD.

XYZ file:
```
7
CH3NOS ωB97M-V/def2-TZVPD
C 1.5167 -0.8056 -0.1715
N 0.5128 -1.3683 -0.3776
O -1.3113 0.8937 -0.4019
S -1.9250 -0.6124 0.1163
H 2.4378 -0.2531 -0.1261
H -0.3792 0.9667 -0.7103
H -1.3520 -1.4341 -0.8337
```

Values from the calculation:
* total energy: -15455.775 eV
* maximum force: 0.086 Eh/bohr
* E_HOMO: -8.36 eV
* molecular weight: 77.108 g mol⁻¹
* frontier orbital gap: 8.927 eV
* SMILES string: C#N.OS
* energy relative to the best compared isomer or geometry (same formula, charge and spin): 292.7 kJ/mol

Record 5
Computed, not measured: C20H25BClIrN7O2 as an isolated structure in a non-equilibrium geometry, with ωB97M-V/def2-TZVPD.

XYZ file:
```
57
C20H25BClIrN7O2 ωB97M-V/def2-TZVPD
Ir 0.8272 -0.1315 0.3624
C 1.0912 3.8787 -0.6405
C 1.1639 2.5354 -0.9813
N 1.2088 1.7936 0.1284
N 1.1457 2.6309 1.1842
C 1.0809 3.8906 0.7440
B 1.2741 2.0551 2.6030
N -0.0072 1.2374 2.8175
C -0.9933 1.3194 3.7155
C -1.8419 0.2397 3.5284
C -1.2874 -0.4687 2.4661
N -0.1792 0.1504 2.0518
N 2.4801 1.0891 2.6005
C 3.5915 1.0857 3.3611
C 4.4099 0.0615 2.9371
C 3.7101 -0.5309 1.8792
N 2.5548 0.0956 1.6928
H 1.0734 4.7225 -1.3078
H 1.1961 2.0697 -1.9526
H 1.0428 4.7128 1.4406
H 1.4138 2.8992 3.4413
H -1.0301 2.1293 4.4262
H -2.7255 -0.0094 4.0897
H -1.6234 -1.3777 1.9932
H 3.7245 1.8208 4.1389
H 5.3741 -0.2152 3.3268
H 3.9916 -1.3611 1.2502
C -1.8533 -2.5936 -1.4639
N -1.2427 -2.2636 -2.7810
C -2.2186 -2.5352 -3.8700
C -0.6574 -0.8573 -2.8730
C -1.3426 0.1364 -1.9944
C -2.4712 0.7549 -2.5499
C -3.2203 1.6720 -1.8424
C -2.8249 1.9843 -0.5541
C -1.6930 1.4007 -0.0042
C -0.9053 0.4616 -0.6902
H -2.0783 -3.6583 -1.4546
H -2.7584 -2.0087 -1.3276
H -1.1512 -2.3554 -0.6726
H -0.4270 -2.8957 -2.8712
H -3.0620 -1.8556 -3.7704
H -2.5665 -3.5622 -3.7866
H -1.7314 -2.3950 -4.8311
H -0.7467 -0.5776 -3.9206
H 0.3935 -0.9411 -2.6244
H -2.7530 0.5173 -3.5721
H -4.0867 2.1427 -2.2898
H -3.3858 2.7074 0.0272
H -1.4167 1.7274 0.9851
Cl 0.9615 -2.5982 1.4229
C 1.8302 -3.4458 0.0932
C 1.5397 -2.6746 -1.1878
O 1.0928 -3.3156 -2.1365
O 1.7542 -1.4124 -1.1414
H 1.4681 -4.4642 0.0381
H 2.8867 -3.4170 0.3462
```

Values from the calculation:
* total energy: -51705.682 eV
* maximum force: 0.023 Eh/bohr
* E_HOMO: -11.26 eV
* molecular weight: 633.949 g mol⁻¹
* frontier orbital gap: 8.543 eV
* energy relative to the best compared isomer or geometry (same formula, charge and spin): 147.0 kJ/mol
* net charge: +1

Question: Among the records above, which one has the highest energy relative to the best compared isomer or geometry (same formula, charge and spin)?
Answer: CH3NOS

Question: Which value of maximum force does entry 5 give?
Answer: 0.023 Eh/bohr

Question: The highest total energy belongs to which entry?
Answer: C4H11N3